# C18H20ClFN2O

One molecule with the formula C18H20ClFN2O (wB97M-V/def2-TZVPD, the Open Molecules 2025 dataset).

```
! wB97M-V def2-TZVPD RIJCOSX def2/J DEFGRID3
* xyz 0 1
C -0.12701 -2.07218 1.42821
N -0.41615 -2.03157 0.00774
C -1.68459 -2.67013 -0.29283
C -2.84925 -1.75705 0.10603
O -3.95126 -2.17120 0.39568
N -2.50984 -0.45689 0.05113
H -1.52791 -0.26007 -0.09988
C -3.35236 0.61878 0.51560
H -3.33845 0.67215 1.61242
H -4.37949 0.39455 0.21559
C -2.89579 1.94499 -0.08823
C -1.43200 2.24773 0.11716
C -0.72934 1.81429 1.23645
C 0.61208 2.11218 1.39815
C 1.24883 2.86800 0.43361
C 0.57790 3.32599 -0.68512
C -0.75732 3.00305 -0.83695
H -1.28788 3.35145 -1.71104
H 1.09747 3.92321 -1.41780
F 2.55490 3.17060 0.58673
H 1.16136 1.77131 2.26118
H -1.22497 1.23990 2.00270
H -3.10273 1.93941 -1.16025
H -3.49037 2.74873 0.35534
H -1.76302 -2.83411 -1.37110
H -1.81608 -3.64262 0.20542
C 0.70842 -2.52557 -0.77583
C 1.81748 -1.50659 -0.75670
C 1.66097 -0.30711 -1.44122
C 2.66427 0.64395 -1.42662
C 3.83017 0.42602 -0.71283
C 3.97694 -0.76417 -0.02109
C 2.98487 -1.73126 -0.04189
H 3.12641 -2.65588 0.49707
Cl 5.42285 -1.05617 0.88181
H 4.60996 1.16997 -0.68816
H 2.54403 1.56408 -1.97702
H 0.74948 -0.12586 -1.99077
H 1.07626 -3.49564 -0.40286
H 0.37084 -2.66092 -1.80660
H -0.98211 -1.68903 1.98185
H 0.73862 -1.44369 1.63336
H 0.08377 -3.09262 1.78159
*
```

## Properties
SMILES ... CN(CC(=O)NCCc1ccc(F)cc1)Cc1cccc(Cl)c1
Lowest unoccupied orbital energy ... 0.7 eV
Frontier orbital gap ... 9.68 eV
Molar mass ... 334.82 g/mol

---

# C18H20ClFN4O2

One molecule with the formula C18H20ClFN4O2 (wB97M-V/def2-TZVPD, the Open Molecules 2025 dataset).

```
! wB97M-V def2-TZVPD RIJCOSX def2/J DEFGRID3
* xyz 0 1
C 0.40726 4.70687 -6.20114
O 1.08663 3.90429 -5.24591
C 0.61223 3.95159 -3.98673
C 1.32015 3.15243 -3.02303
C 0.89904 3.14807 -1.75395
C -0.26565 3.92911 -1.36460
N -0.80361 4.04081 -0.20935
C -0.33772 3.29381 0.87476
O 0.53319 3.68271 1.61816
C -1.08234 2.00150 1.15289
C -0.33889 0.80331 0.58476
C 1.04262 0.47821 1.18928
N 0.67236 -0.94592 1.16555
C 1.15506 -1.80029 2.22652
C 0.66984 -3.21658 2.04302
C 1.30378 -4.01560 1.10006
C 0.88913 -5.31105 0.85941
C -0.17662 -5.80985 1.57760
F -0.57419 -7.07626 1.34098
C -0.84841 -5.06654 2.53122
C -2.00144 -5.65053 3.29665
C -0.40226 -3.76241 2.74562
Cl -1.22348 -2.82763 3.95688
C -0.75634 -0.58644 1.10576
N -0.79997 4.64777 -2.40460
N -0.40071 4.67732 -3.68769
H 0.91950 4.55811 -7.14749
H -0.63563 4.40368 -6.29798
H 0.44574 5.76120 -5.92592
H 2.18466 2.58291 -3.33467
H 1.43024 2.57923 -1.00179
H -1.16423 1.90321 2.23743
H -2.09364 2.05610 0.74501
H -0.31815 0.83351 -0.50360
H 1.94100 0.72991 0.61946
H 1.14124 0.88862 2.20302
H 2.24709 -1.80088 2.17335
H 0.89136 -1.41981 3.22524
H 2.13158 -3.60557 0.53642
H 1.38181 -5.93507 0.12553
H -2.90101 -5.05233 3.14697
H -2.20788 -6.66925 2.98307
H -1.78799 -5.65238 4.36630
H -1.22572 -0.51702 2.09499
H -1.36626 -1.22670 0.46500
H -1.59336 5.23381 -2.20249
*
```

## Properties
SMILES ... COc1cc/c(=N\C(=O)CC2CN(Cc3ccc(F)c(C)c3Cl)C2)[nH]n1
Lowest unoccupied orbital energy ... 0.1 eV
Frontier orbital gap ... 8.53 eV
Molar mass ... 378.83 g/mol

---

# C18H20ClFN4O2

C18H20ClFN4O2 as an isolated structure in a non-equilibrium geometry (wB97M-V/def2-TZVPD, the Open Molecules 2025 dataset).

```
! wB97M-V def2-TZVPD RIJCOSX def2/J DEFGRID3
* xyz 0 1
C -3.32417 6.71957 -4.04317
O -2.61800 5.48625 -3.87070
C -2.70206 4.85827 -2.64629
C -1.98307 3.61544 -2.54002
C -1.97600 2.90755 -1.37842
C -2.67756 3.34419 -0.17261
N -2.80356 2.88818 1.00021
C -2.18617 1.79653 1.57900
O -2.59401 1.42231 2.67059
C -0.96518 1.11167 0.93593
C -0.16096 0.18132 1.88513
C -0.85722 -1.11850 2.28817
N 0.39343 -1.83778 2.04722
C 0.36428 -3.21554 1.56527
C 1.77046 -3.75421 1.32065
C 2.49866 -4.23018 2.41490
C 3.78625 -4.72965 2.24062
C 4.35785 -4.75968 0.97308
F 5.61084 -5.24950 0.83288
C 3.64637 -4.28940 -0.13768
C 4.28905 -4.33209 -1.52119
C 2.34581 -3.78333 0.03691
Cl 1.45577 -3.20658 -1.33904
C 0.82892 -0.74358 1.18086
N -3.37696 4.56336 -0.42679
N -3.38252 5.34758 -1.65823
H -3.15260 7.09168 -5.05330
H -4.40260 6.59443 -3.92288
H -2.97991 7.49142 -3.35119
H -1.45759 3.24014 -3.40482
H -1.44311 1.97852 -1.40727
H -1.34378 0.51429 0.10939
H -0.28690 1.86974 0.54883
H 0.25565 0.73667 2.72850
H -1.22368 -1.18018 3.31537
H -1.66317 -1.40965 1.60922
H -0.11396 -3.83733 2.32445
H -0.26121 -3.32544 0.67828
H 2.06752 -4.19327 3.40555
H 4.35202 -5.09082 3.08608
H 4.33657 -3.32852 -1.94486
H 5.30097 -4.73849 -1.50574
H 3.68933 -4.94367 -2.19602
H 0.59465 -0.91295 0.12695
H 1.88984 -0.50222 1.27346
H -3.89827 4.95344 0.34275
*
```

## Properties
Lowest unoccupied orbital energy ... -0.5 eV
Frontier orbital gap ... 8.02 eV
Molar mass ... 378.83 g/mol

---

# C18H20F11N4O2PRuS2SbSe

C18H20F11N4O2PRuS2SbSe as an isolated structure in a non-equilibrium geometry (wB97M-V/def2-TZVPD, the Open Molecules 2025 dataset).

```
! wB97M-V def2-TZVPD RIJCOSX def2/J DEFGRID3
* xyz 1 1
Ru 0.84466 0.41918 0.05896
N -0.16599 -2.43792 2.58271
C -0.06244 -3.28108 1.49490
C 0.51598 -2.56500 0.50035
N 0.77771 -1.30182 0.98753
C 0.32765 -1.25168 2.24119
C 0.32677 0.05203 2.86137
N 0.65013 1.06009 2.06480
C 0.62574 2.19434 2.82421
C 0.27774 1.85719 4.09717
N 0.09810 0.49896 4.10254
H -0.73208 -2.60621 3.39737
H -0.41305 -4.29885 1.53079
H 0.77719 -2.85430 -0.50208
H 0.83458 3.16825 2.41451
H 0.12703 2.45526 4.98058
H -0.25858 -0.03803 4.87446
F 1.70517 6.93448 -3.16269
C 1.15557 5.86590 -2.63918
C 1.94174 4.96824 -1.92970
F 3.23949 5.19184 -1.78650
C 1.35344 3.85336 -1.38174
F 2.11324 3.00974 -0.68592
C -0.00121 3.58310 -1.52087
Se -0.84564 2.06790 -0.82960
C -0.76967 4.50401 -2.23616
F -2.06504 4.29421 -2.39743
C -0.20361 5.63704 -2.79260
F -0.94011 6.49342 -3.46848
C 3.54433 1.65768 -3.91570
C 4.66665 0.96545 -3.17595
C 5.35208 1.83494 -2.14552
O 4.21586 -0.32208 -2.56742
P 3.11023 -0.71262 -1.53920
S 3.08145 0.31611 0.22667
S 1.23058 -0.39255 -2.15741
O 3.44487 -2.19572 -1.18142
C 3.85763 -3.29765 -2.09482
C 3.03963 -3.30703 -3.36776
C 5.35195 -3.24357 -2.32404
H 3.97042 2.47139 -4.50569
H 2.80998 2.07806 -3.22840
H 3.03440 0.97441 -4.59471
H 5.40741 0.60635 -3.88827
H 4.64236 2.25439 -1.43376
H 5.84182 2.66501 -2.65917
H 6.11745 1.27414 -1.60696
H 3.61516 -4.17307 -1.49542
H 3.24438 -2.42691 -3.98153
H 1.97001 -3.35672 -3.16492
H 3.31741 -4.18453 -3.95402
H 5.62399 -2.44581 -3.01433
H 5.67338 -4.19344 -2.75581
H 5.88375 -3.10352 -1.38277
F -1.52676 -0.30921 0.50815
Sb -3.15001 0.12267 1.52949
F -4.65303 0.56423 2.54199
F -2.31616 -0.73875 3.03048
F -3.84632 -1.53755 1.00465
F -2.22858 1.71241 2.03402
F -3.77957 0.97530 -0.02233
*
```

## Properties
Lowest unoccupied orbital energy (spin up / spin down) ... -6.3 / -5.9 eV
Frontier orbital gap (spin up / spin down) ... 4.58 / 5.06 eV
Molar mass ... 930.26 g/mol

---

- molar mass of number 3 (C18H20ClFN4O2)?
  378.83 g/mol

---

- molar mass of number 2 (C18H20ClFN4O2)?
  378.83 g/mol